1.
A cluster of 2 separate species, C5H11NO2 in total at a distorted geometry. Source: OMol25; level of theory: ωB97M-V with the def2-TZVPD basis set.

Each atom is followed by the atoms it is bonded to, with distances in Å.
Positions of all 19 atoms, in Å:
1 C 1.82 -0.84 -0.51  N2 1.251, H7 1.084, H8 1.091
2 N 0.84 -1.10 0.22  C1 1.251, C3 1.423
3 C -0.51 -0.70 -0.02  N2 1.423, C4 1.827, C5 1.522, O6 1.353
4 C -0.55 1.03 -0.63  C3 1.827, H9 1.089, H10 1.085, H11 1.087
5 C -1.16 -1.52 -1.13  C3 1.522, H12 1.087, H13 1.086, H14 1.090
6 O -1.25 -0.79 1.10  C3 1.353, H15 1.009
7 H 2.79 -1.23 -0.23  C1 1.084
8 H 1.76 -0.19 -1.38  C1 1.091
9 H -1.61 1.27 -0.62  C4 1.089
10 H -0.23 0.85 -1.65  C4 1.085
11 H -0.02 1.94 -0.37  C4 1.087
12 H -0.60 -1.45 -2.05  C5 1.087
13 H -2.17 -1.16 -1.28  C5 1.086
14 H -1.21 -2.56 -0.81  C5 1.090
15 H -0.85 -0.21 1.82  O6 1.009
16 C 0.72 1.66 1.83  O17 1.222, H18 1.097, H19 1.100
17 O -0.08 1.07 2.55  C16 1.222
18 H 1.62 1.19 1.43  C16 1.097
19 H 0.69 2.75 1.72  C16 1.100

Results
SMILES	C=NC(C)(C)O.C=O
total charge	0
orbital gap	9.55	eV
energy relative to the best compared isomer or geometry (same formula, charge and spin)	346.6	kJ/mol
HOMO level	-9.143	eV
F_max	3.7	eV/A

2.
An isolated molecule of C5H11NO2 at a distorted geometry. Source: OMol25; level of theory: ωB97M-V with the def2-TZVPD basis set.

Each atom is followed by the atoms it is bonded to, with distances in Å.
Positions of all 19 atoms, in Å:
1 C -0.02 0.90 -1.47  C2 1.538, H9 1.093, H10 1.079, H11 1.085
2 C -0.35 -0.28 -0.54  C1 1.538, C3 1.506, N6 1.459, H12 1.085
3 C -1.80 -0.31 -0.15  C2 1.506, O4 1.199, O5 1.348
4 O -2.36 0.43 0.61  C3 1.199
5 O -2.44 -1.28 -0.83  C3 1.348, H13 0.967
6 N 0.47 -0.36 0.67  C2 1.459, C7 1.472, C8 1.435
7 C 0.42 0.80 1.58  N6 1.472, H14 1.082, H15 1.087, H16 1.095
8 C 1.78 -0.89 0.43  N6 1.435, H17 1.104, H18 1.080, H19 1.087
9 H -0.64 0.81 -2.36  C1 1.093
10 H 0.97 0.72 -1.86  C1 1.079
11 H -0.19 1.84 -0.96  C1 1.085
12 H -0.17 -1.21 -1.06  C2 1.085
13 H -3.39 -1.29 -0.62  O5 0.967
14 H -0.28 1.54 1.22  C7 1.082
15 H 0.15 0.47 2.58  C7 1.087
16 H 1.40 1.29 1.64  C7 1.095
17 H 2.37 -0.44 -0.39  C8 1.104
18 H 2.36 -0.79 1.34  C8 1.080
19 H 1.72 -1.95 0.19  C8 1.087

Results
SMILES	C[C@H](C(=O)O)N(C)C
total charge	0
orbital gap	9.14	eV
energy relative to the best compared isomer or geometry (same formula, charge and spin)	95.0	kJ/mol
HOMO level	-8.334	eV
F_max	1.3	eV/A

3.
An isolated molecule of C5H11NO2 at a distorted geometry. Source: OMol25; level of theory: ωB97M-V with the def2-TZVPD basis set.

Each atom is followed by the atoms it is bonded to, with distances in Å.
Positions of all 19 atoms, in Å:
1 C -0.10 1.92 -2.04  N2 1.308, H9 1.137, H10 1.120
2 N -0.46 1.17 -1.04  C1 1.308, O3 1.358
3 O 0.61 0.75 -0.31  N2 1.358, C4 1.391
4 C 0.39 -0.21 0.67  O3 1.391, C5 1.500, C6 1.472, O7 1.442
5 C -0.77 0.15 1.55  C4 1.500, H11 1.085, H12 1.203, H13 1.177
6 C 1.73 -0.34 1.25  C4 1.472, H14 1.025, H15 1.072, H16 1.069
7 O -0.03 -1.52 0.25  C4 1.442, C8 1.381
8 C -1.18 -1.71 -0.50  O7 1.381, H17 1.033, H18 1.148, H19 1.133
9 H -1.04 2.31 -2.54  C1 1.137
10 H 0.91 2.34 -2.30  C1 1.120
11 H -0.90 -0.51 2.40  C5 1.085
12 H -1.86 0.16 1.05  C5 1.203
13 H -0.61 1.30 1.79  C5 1.177
14 H 2.04 0.61 1.51  C6 1.025
15 H 1.64 -0.96 2.12  C6 1.072
16 H 2.43 -0.82 0.61  C6 1.069
17 H -1.31 -1.04 -1.27  C8 1.033
18 H -2.20 -1.69 0.03  C8 1.148
19 H -0.92 -2.59 -1.16  C8 1.133

Results
SMILES	C=NOC(C)(C)OC
total charge	0
orbital gap	10.78	eV
energy relative to the best compared isomer or geometry (same formula, charge and spin)	442.2	kJ/mol
HOMO level	-9.715	eV
F_max	4.5	eV/A

4.
An isolated molecule of C5H11NO2 at a distorted geometry. Source: OMol25; level of theory: ωB97M-V with the def2-TZVPD basis set.

Each atom is followed by the atoms it is bonded to, with distances in Å.
Positions of all 19 atoms, in Å:
1 C 2.38 -1.43 1.87  C2 1.490, H9 1.168, H10 1.071, H11 1.026
2 C 1.36 -2.08 1.00  C1 1.490, C3 1.556, H12 1.143, H13 1.126
3 C 0.02 -1.30 0.86  C2 1.556, C4 1.562, H14 1.106, H15 1.240
4 C 0.04 0.26 0.71  C3 1.562, N5 1.526, H16 1.201, H17 1.094
5 N 0.12 0.82 -0.71  C4 1.526, C6 1.429, H18 1.031
6 C -1.06 1.31 -1.34  N5 1.429, O7 1.194, O8 1.331
7 O -1.08 1.44 -2.53  C6 1.194
8 O -2.14 1.42 -0.57  C6 1.331, H19 0.923
9 H 3.21 -2.20 2.17  C1 1.168
10 H 1.98 -1.08 2.79  C1 1.071
11 H 2.87 -0.63 1.47  C1 1.026
12 H 1.74 -2.40 -0.03  C2 1.143
13 H 1.05 -3.11 1.35  C2 1.126
14 H -0.50 -1.44 1.82  C3 1.106
15 H -0.77 -1.82 0.06  C3 1.240
16 H -0.92 0.64 1.31  C4 1.201
17 H 0.93 0.56 1.27  C4 1.094
18 H 0.95 0.61 -1.29  N5 1.031
19 H -2.03 1.69 0.30  O8 0.923

Results
SMILES	CCCCNC(=O)O
total charge	0
orbital gap	10.16	eV
energy relative to the best compared isomer or geometry (same formula, charge and spin)	153.5	kJ/mol
HOMO level	-9.599	eV
F_max	3.9	eV/A

Among the records above, which one has the highest F_max?
number 3

Please write out number 2 again, unchanged.
An isolated molecule of C5H11NO2 at a distorted geometry. Source: OMol25; level of theory: ωB97M-V with the def2-TZVPD basis set.

Each atom is followed by the atoms it is bonded to, with distances in Å.
Positions of all 19 atoms, in Å:
1 C -0.02 0.90 -1.47  C2 1.538, H9 1.093, H10 1.079, H11 1.085
2 C -0.35 -0.28 -0.54  C1 1.538, C3 1.506, N6 1.459, H12 1.085
3 C -1.80 -0.31 -0.15  C2 1.506, O4 1.199, O5 1.348
4 O -2.36 0.43 0.61  C3 1.199
5 O -2.44 -1.28 -0.83  C3 1.348, H13 0.967
6 N 0.47 -0.36 0.67  C2 1.459, C7 1.472, C8 1.435
7 C 0.42 0.80 1.58  N6 1.472, H14 1.082, H15 1.087, H16 1.095
8 C 1.78 -0.89 0.43  N6 1.435, H17 1.104, H18 1.080, H19 1.087
9 H -0.64 0.81 -2.36  C1 1.093
10 H 0.97 0.72 -1.86  C1 1.079
11 H -0.19 1.84 -0.96  C1 1.085
12 H -0.17 -1.21 -1.06  C2 1.085
13 H -3.39 -1.29 -0.62  O5 0.967
14 H -0.28 1.54 1.22  C7 1.082
15 H 0.15 0.47 2.58  C7 1.087
16 H 1.40 1.29 1.64  C7 1.095
17 H 2.37 -0.44 -0.39  C8 1.104
18 H 2.36 -0.79 1.34  C8 1.080
19 H 1.72 -1.95 0.19  C8 1.087

Results
SMILES	C[C@H](C(=O)O)N(C)C
total charge	0
orbital gap	9.14	eV
energy relative to the best compared isomer or geometry (same formula, charge and spin)	95.0	kJ/mol
HOMO level	-8.334	eV
F_max	1.3	eV/A